#one
21
Properties=species:S:1:pos:R:3 method="wB97M-V/def2-TZVPD" lumo_energy_ev=0.57 homo_lumo_gap_ev=9.76 smiles=CC[C@H](C)c1nnc(N)s1
S 0.745 -0.814 0.810
N -0.137 1.478 1.592
N -0.111 1.491 0.266
N 0.573 0.189 3.447
C -1.955 -1.089 -1.705
C 0.270 0.449 -0.358
C 0.995 -0.904 -2.293
C -1.284 0.197 -2.284
C 0.288 0.359 2.097
C 0.191 0.277 -1.865
H -1.325 -1.886 -2.130
H -1.669 1.154 -1.954
H 0.882 -1.793 -1.417
H -2.027 -1.102 -0.600
H 0.028 -0.612 3.762
H -1.341 0.258 -3.387
H -0.049 0.969 3.914
H 0.531 1.202 -2.257
H -2.979 -1.093 -2.006
H 2.114 -0.579 -2.254
H 0.624 -1.324 -3.326

#two
21
Properties=species:S:1:pos:R:3 method="wB97M-V/def2-TZVPD" lumo_energy_ev="0.21 / 0.21" homo_lumo_gap_ev="7.73 / 7.73"
S 1.851 -0.156 0.823
N -0.166 -1.253 -1.146
N 0.301 -4.230 0.888
N 0.179 -3.368 0.010
C -0.151 0.022 -0.989
C -0.794 0.265 1.397
C -0.395 0.895 -2.205
C 0.021 -2.279 -0.446
C 0.407 2.142 0.410
C 0.206 0.615 0.350
H -0.698 0.827 2.314
H 1.858 0.883 1.746
H -1.180 1.653 -1.915
H 0.352 1.674 -2.587
H 0.343 2.378 1.404
H -1.743 0.580 1.046
H -0.860 -0.878 1.549
H 1.257 2.588 -0.086
H -0.546 2.522 0.030
H 0.501 -5.225 0.557
H -0.744 0.346 -3.147

Most stable: #one. Least stable: #two.

#one
22
Properties=species:S:1:pos:R:3 method="wB97M-V/def2-TZVPD" lumo_energy_ev=-3.05 homo_lumo_gap_ev=10.34 charge=+1 smiles="C[N@@H+]1[C@H]2C=C[C@@H]3N(N2)[C@@]31C"
N -0.433 -0.607 -0.496
N 0.817 -0.540 1.433
N 0.432 0.773 1.182
C -1.527 -1.400 0.173
C -1.704 1.550 -0.147
C 2.059 0.563 -0.783
C 1.011 1.384 -0.042
C 2.014 -0.790 -0.650
C -0.399 0.815 -0.044
C 0.815 -1.235 0.142
H 1.034 2.479 0.175
H 1.646 -0.333 1.947
H -2.509 0.850 -0.191
H 2.843 1.197 -1.363
H -1.640 2.130 -0.984
H -2.542 -0.978 -0.263
H 0.907 -2.340 0.380
H -0.562 -0.614 -1.465
H -1.518 -2.376 -0.133
H -1.823 2.176 0.780
H 2.614 -1.596 -0.938
H -1.537 -1.108 1.287

#two
22
Properties=species:S:1:pos:R:3 method="wB97M-V/def2-TZVPD" lumo_energy_ev=-4.95 homo_lumo_gap_ev=8.50 charge=+1
N -1.384 -0.806 -0.134
N 1.263 0.278 -0.807
N -1.189 1.514 -0.434
C 2.012 0.601 0.414
C -2.475 1.693 -0.245
C -0.487 -1.931 0.007
C 3.500 0.182 0.189
C -2.746 -0.673 0.061
C -0.688 0.345 -0.348
C -3.292 0.629 0.119
H -2.875 2.619 -0.338
H 1.996 1.709 0.609
H 3.644 -0.945 0.136
H -0.151 -1.766 1.074
H 1.298 0.926 -1.514
H -4.345 0.705 0.160
H 4.282 0.411 0.953
H -3.237 -1.545 0.377
H 1.767 -0.139 1.303
H 0.358 -1.670 -0.656
H 3.879 0.667 -0.846
H -1.127 -2.801 -0.079

Most stable: #one. Least stable: #two.

#one
22
Properties=species:S:1:pos:R:3 method="wB97M-V/def2-TZVPD" lumo_energy_ev=-4.71 homo_lumo_gap_ev=9.18 charge=+1
N 0.181 -0.294 0.205
N 0.605 -1.544 0.321
N 0.178 -2.094 1.437
C 1.955 1.469 -1.333
C 0.623 0.979 -1.507
C -1.189 -1.496 3.317
C -0.698 1.543 -1.789
C -0.111 0.256 -2.535
C -0.507 -1.186 2.066
C -0.489 -0.015 1.270
H 2.041 1.807 -0.353
H -2.360 -1.513 3.128
H 1.035 -2.012 -0.389
H -1.223 0.813 1.442
H -0.551 -0.667 -2.264
H -1.599 1.383 -1.144
H 2.709 0.885 -1.652
H 1.815 2.391 -1.863
H -0.905 -0.833 4.138
H 0.151 0.397 -3.690
H -0.940 -2.614 3.543
H -0.720 2.346 -2.349

#two
22
Properties=species:S:1:pos:R:3 method="wB97M-V/def2-TZVPD" lumo_energy_ev=-7.30 homo_lumo_gap_ev=4.18 charge=+1
N -1.162 -0.206 -0.170
N -1.822 -2.273 -3.184
N 0.349 0.425 1.585
C -1.937 -0.802 -3.118
C -0.805 -0.903 -4.087
C 1.454 1.109 2.089
C -0.351 0.624 0.397
C -0.695 -2.310 -3.802
C 1.273 1.729 3.400
C 2.181 0.510 3.301
H -2.997 -0.563 -3.519
H 0.268 1.572 3.747
H 1.808 -0.397 3.718
H -1.404 -0.976 0.356
H -0.789 -0.405 -5.092
H -0.119 -0.265 2.213
H 3.238 0.765 3.496
H -1.850 -0.478 -2.107
H 1.956 1.588 1.240
H -0.099 -3.051 -4.225
H 1.649 2.666 3.830
H -0.145 1.639 -0.067

Most stable: #one. Least stable: #two.

#one
10
Properties=species:S:1:pos:R:3 method="wB97M-V/def2-TZVPD" lumo_energy_ev="-0.89 / -0.41" homo_lumo_gap_ev="7.17 / 7.59" smiles="C=CC1=PC1"
P -0.698 1.763 -1.670
C 0.531 -1.379 0.740
C -0.346 0.356 -0.746
C 0.035 -0.962 -0.692
C -0.415 1.428 0.161
H 0.536 1.680 0.718
H 0.175 -0.870 1.610
H 1.247 -2.239 0.926
H 0.315 -1.422 -1.698
H -1.379 1.644 0.651

#two
10
Properties=species:S:1:pos:R:3 method="wB97M-V/def2-TZVPD" lumo_energy_ev=-0.31 homo_lumo_gap_ev=8.04 smiles="C=CC1=PC1"
P -1.545 1.469 2.029
C -1.118 -0.395 1.481
C 0.315 1.165 -0.201
C -0.531 0.802 0.905
C 0.777 0.119 -1.033
H 0.515 -0.952 -1.009
H -1.803 -1.048 0.942
H 0.715 2.262 -0.416
H 1.422 0.378 -1.887
H -0.523 -0.926 2.195

Most stable: #two. Least stable: #one.